Entry 1:
The following is a quantum chemistry calculation of a molecular structure, C36H47As4P2S6Tc, from the OMol25 dataset.

Geometry as XYZ:
```
96
Properties=species:S:1:pos:R:3:lowdin_spin:R:1
Tc -1.004 -1.104 -0.664 2.321
S 1.276 -0.752 -1.653 0.034
P 0.023 0.154 -2.952 0.017
C -1.568 0.357 -2.304 0.027
P -1.683 1.570 -1.072 0.016
S -0.743 1.050 0.646 0.021
C -1.195 3.285 -1.457 0.004
C -2.062 4.085 -2.199 0.001
C -1.696 5.380 -2.529 0.000
C -0.463 5.876 -2.133 -0.001
C 0.406 5.078 -1.405 0.000
C 0.042 3.784 -1.068 0.000
C -3.461 1.758 -0.748 0.005
C -3.899 2.285 0.463 0.001
C -5.256 2.363 0.725 0.000
C -6.173 1.912 -0.215 -0.001
C -5.736 1.395 -1.425 0.002
C -4.378 1.322 -1.697 0.005
C 0.842 1.603 -3.686 0.004
C 0.094 2.340 -4.603 0.001
C 0.651 3.452 -5.210 0.000
C 1.956 3.824 -4.908 0.000
C 2.698 3.092 -3.996 0.000
C 2.138 1.985 -3.374 0.000
C -0.145 -0.902 -4.417 0.004
C 1.009 -1.294 -5.093 0.001
C 0.906 -2.105 -6.210 0.000
C -0.344 -2.535 -6.641 0.000
C -1.489 -2.152 -5.960 0.001
C -1.394 -1.324 -4.849 0.005
H -3.028 3.691 -2.495 0.000
H -2.376 6.005 -3.095 0.000
H -0.177 6.888 -2.394 0.000
H 1.374 5.457 -1.101 0.000
H 0.706 3.155 -0.489 0.001
H -3.170 2.603 1.198 0.000
H -5.598 2.753 1.677 0.000
H -7.233 1.953 0.006 0.000
H -6.443 1.017 -2.153 0.000
H -4.027 0.882 -2.622 0.001
H -0.920 2.026 -4.830 0.001
H 0.069 4.028 -5.918 0.000
H 2.393 4.692 -5.387 0.000
H 3.713 3.387 -3.758 0.000
H 2.704 1.402 -2.656 0.000
H 1.975 -0.968 -4.723 0.000
H 1.801 -2.412 -6.739 0.000
H -0.420 -3.180 -7.508 0.000
H -2.464 -2.504 -6.272 0.000
H -2.287 -1.033 -4.307 0.001
C 4.709 -1.157 2.773 0.000
As 3.003 -0.646 1.888 0.000
C 3.543 1.215 1.593 0.001
C 1.940 -0.249 3.497 0.000
C 1.010 -1.353 4.019 0.000
C 0.373 -0.824 5.312 0.000
C -0.207 -1.675 3.110 -0.007
As -0.334 -2.511 1.296 0.013
C 0.904 -4.007 1.033 0.001
C -1.837 -3.654 1.789 0.015
C 1.776 -2.659 4.276 0.000
As 3.237 -2.918 5.602 0.000
C 2.119 -3.256 7.190 0.000
C 3.863 -1.144 6.204 0.000
H 5.031 -0.389 3.478 0.000
H 5.467 -1.260 1.997 0.000
H 4.621 -2.112 3.293 0.000
H 3.853 1.681 2.531 0.000
H 2.701 1.765 1.174 0.001
H 4.366 1.248 0.880 0.000
H 1.342 0.634 3.254 0.000
H 2.636 0.034 4.292 0.000
H -0.216 0.070 5.100 0.000
H 1.137 -0.556 6.042 0.000
H -0.288 -1.572 5.756 0.000
H -0.760 -0.745 2.937 0.000
H -0.867 -2.316 3.700 -0.001
H 0.892 -4.687 1.883 -0.001
H 1.916 -3.678 0.813 0.000
H 0.504 -4.519 0.157 0.002
H -1.536 -4.352 2.574 0.000
H -2.172 -4.217 0.916 0.001
H -2.670 -3.048 2.134 0.005
H 2.211 -2.973 3.325 0.000
H 1.054 -3.437 4.549 0.000
H 1.514 -4.150 7.034 0.000
H 1.460 -2.416 7.406 0.000
H 2.762 -3.430 8.053 0.000
H 4.430 -0.636 5.425 0.000
H 4.538 -1.332 7.040 0.000
H 3.062 -0.495 6.552 0.000
S -4.608 -2.108 -3.249 0.042
As -3.545 -2.852 -1.610 0.033
S -1.312 -3.013 -1.951 0.188
S -3.223 -1.292 -0.001 0.192
S -4.343 -4.633 -0.865 0.040
```

Properties
* expectation value of S²: 3.7866
* ΔE to the lowest compared entry with this formula, charge and spin: 90.2 kJ/mol
* net charge: -1
* HOMO energy (spin up / spin down): -4.429 / -4.435 eV
* multiplicity: 4
* LUMO (spin up / spin down): 2.17 / 1.58 eV

=====

Entry 2:
The following is a quantum chemistry calculation of a molecular structure, C36H47F5IrN3O2SeSi4Te, from the OMol25 dataset.

Geometry as XYZ:
```
100
Properties=species:S:1:pos:R:3:lowdin_charge:R:1
Ir 0.387 -0.272 -1.951 0.649
O 1.628 -6.985 -3.710 -0.061
C 0.895 -6.186 -4.326 -0.696
O 0.148 -6.367 -5.306 -0.055
C 0.923 -4.734 -3.787 -0.091
C 0.164 -3.731 -4.363 0.053
C 0.231 -2.441 -3.855 -0.192
N 1.002 -2.127 -2.794 -0.020
C 1.828 -3.067 -2.306 -0.195
C 1.781 -4.376 -2.757 0.045
C 2.897 -2.614 -1.373 -0.217
C 3.605 -3.516 -0.570 -0.018
C 4.712 -3.069 0.124 -0.098
C 5.086 -1.737 0.021 -0.091
C 4.293 -0.906 -0.752 -0.153
N 3.235 -1.327 -1.432 0.106
C -0.426 -1.278 -4.481 -0.196
C -1.091 -1.338 -5.696 -0.010
C -1.520 -0.171 -6.301 -0.070
C -1.257 1.036 -5.674 -0.081
C -0.635 1.034 -4.444 -0.134
N -0.240 -0.097 -3.834 -0.085
H -0.460 -3.994 -5.205 0.111
H 2.427 -5.152 -2.373 0.109
H 3.298 -4.548 -0.494 0.110
H 5.276 -3.755 0.744 0.105
H 5.955 -1.349 0.537 0.097
H 4.527 0.150 -0.856 0.103
H -1.258 -2.297 -6.164 0.107
H -2.049 -0.204 -7.244 0.102
H -1.571 1.980 -6.096 0.100
H -0.468 1.945 -3.895 0.083
C 1.394 2.450 0.163 -0.103
C 0.014 2.571 -0.469 -0.710
C 0.104 3.478 -1.706 -0.072
C -0.974 3.199 0.513 -0.070
C -0.499 1.240 -0.998 -0.613
H 1.794 3.432 0.437 0.085
H 2.080 1.960 -0.533 0.070
H 1.344 1.835 1.064 0.012
H 0.432 4.480 -1.410 0.080
H -0.864 3.559 -2.207 0.077
H 0.833 3.077 -2.413 0.073
H -0.653 4.202 0.813 0.084
H -1.064 2.583 1.407 0.027
H -1.964 3.272 0.056 0.092
H -1.563 1.361 -1.242 -0.025
C -2.256 -2.523 3.615 -0.221
Si -0.378 -2.449 3.570 0.290
C 0.238 -3.810 2.429 -0.222
C 0.238 -2.838 5.316 -0.218
Si 0.355 -0.351 2.808 0.119
Te -0.630 -0.538 0.465 0.839
Si -0.770 1.270 4.086 0.332
C 0.145 2.925 4.038 -0.217
C -0.896 0.819 5.918 -0.224
C -2.545 1.455 3.485 -0.223
Si 2.624 -0.250 3.411 0.347
C 2.745 0.156 5.255 -0.221
C 3.636 1.061 2.524 -0.217
C 3.457 -1.925 3.208 -0.216
H -2.576 -3.511 3.960 0.026
H -2.683 -2.347 2.627 0.021
H -2.671 -1.775 4.296 0.010
H -0.200 -4.770 2.719 0.029
H 1.324 -3.910 2.464 0.012
H -0.047 -3.608 1.394 0.006
H -0.101 -3.836 5.612 0.025
H -0.139 -2.122 6.048 0.010
H 1.329 -2.828 5.370 0.002
H 0.970 2.912 4.755 0.013
H -0.529 3.740 4.319 0.028
H 0.556 3.157 3.055 0.003
H 0.075 0.630 6.379 0.007
H -1.522 -0.064 6.068 0.013
H -1.367 1.653 6.450 0.027
H -2.634 1.344 2.404 0.005
H -2.949 2.433 3.763 0.030
H -3.170 0.688 3.949 0.019
H 2.350 1.147 5.488 0.008
H 3.801 0.137 5.546 0.028
H 2.214 -0.575 5.869 0.012
H 3.236 2.059 2.712 0.022
H 3.640 0.909 1.445 0.004
H 4.670 1.033 2.884 0.028
H 3.118 -2.614 3.985 0.015
H 4.543 -1.823 3.298 0.030
H 3.243 -2.375 2.239 0.004
F -6.457 6.529 -5.345 0.078
C -5.920 5.392 -4.857 -0.165
C -4.557 5.175 -4.908 -0.164
F -3.761 6.115 -5.453 0.083
C -4.022 4.004 -4.406 -0.272
F -2.686 3.877 -4.503 0.042
C -4.787 2.985 -3.829 -0.621
Se -4.031 1.396 -3.158 0.523
C -6.162 3.251 -3.804 -0.280
F -7.016 2.359 -3.281 0.046
C -6.721 4.414 -4.298 -0.163
F -8.053 4.611 -4.244 0.082
```

Properties
* ΔE to the lowest compared entry with this formula, charge and spin: 36.6 kJ/mol
* net charge: -2
* HOMO energy: -2.129 eV
* LUMO: 3.65 eV

=====

Entry 3:
The following is a quantum chemistry calculation of a molecular structure, C36H47N4NbO9Si4, from the OMol25 dataset.

Geometry as XYZ:
```
101
Properties=species:S:1:pos:R:3:lowdin_charge:R:1
Nb 0.721 -0.139 0.122 1.826
C 0.593 -0.856 3.394 -0.173
N 1.428 -0.550 2.205 -0.123
C 2.728 -0.846 2.258 -0.056
C 3.609 -0.245 1.313 -0.304
C 5.040 -0.299 1.161 -0.015
C 5.310 0.204 -0.130 -0.083
C 4.097 0.598 -0.692 -0.136
N 3.080 0.316 0.146 -0.054
C 1.150 -0.121 4.598 -0.222
C 2.025 -0.735 5.535 -0.050
C 2.608 -0.065 6.627 -0.077
C 2.274 1.272 6.795 -0.104
C 1.384 1.903 5.919 -0.063
C 0.825 1.198 4.828 -0.039
H 0.489 -1.923 3.627 0.094
H -0.459 -0.618 3.191 0.089
H 3.155 -1.405 3.130 0.147
H 5.734 -0.581 1.954 0.101
H 6.252 0.392 -0.547 0.076
H 4.118 1.147 -1.664 0.120
H 2.186 -1.819 5.384 0.113
H 3.392 -0.545 7.264 0.119
H 2.734 1.874 7.546 0.092
H 1.089 2.972 6.119 0.121
H 0.128 1.696 4.242 0.089
O 0.525 -3.864 -1.469 0.088
C 1.118 -2.789 -1.488 -0.464
O 1.139 -2.022 -0.374 -0.276
C 1.643 -2.110 -2.736 -0.041
C 2.213 -2.876 -3.808 0.103
C 2.815 -2.217 -4.875 -0.114
C 2.843 -0.812 -4.886 0.085
C 2.269 -0.061 -3.890 -0.090
C 1.687 -0.705 -2.794 -0.211
O 1.043 0.111 -1.877 -0.267
N 2.105 1.367 -4.213 -0.334
O 3.034 2.069 -3.836 0.098
O 1.119 1.689 -4.853 0.119
N 3.217 -3.005 -6.056 -0.328
O 3.551 -2.348 -7.020 0.088
O 3.217 -4.256 -5.950 0.066
H 2.280 -3.940 -3.647 0.135
H 3.267 -0.276 -5.802 0.169
C -0.448 4.137 -3.168 -0.026
C -0.337 3.686 -1.733 -0.355
O -1.316 3.096 -1.183 0.013
C 0.938 3.826 -1.051 -0.084
C 1.735 4.911 -1.375 -0.027
C 2.719 5.399 -0.461 -0.072
C 3.016 4.667 0.717 -0.029
C 2.276 3.416 1.033 0.006
C 1.354 2.977 0.110 -0.284
O 0.717 1.812 0.282 -0.316
H -1.236 3.552 -3.754 0.110
H 0.578 4.227 -3.649 0.085
H -0.830 5.173 -3.255 0.090
H 1.789 5.425 -2.342 0.120
H 3.228 6.313 -0.659 0.085
H 3.837 4.901 1.441 0.109
H 2.399 2.855 1.959 0.111
C -4.962 0.908 0.597 -0.226
Si -3.245 0.857 1.341 0.383
C -3.480 0.197 3.075 -0.239
C -2.605 2.689 1.430 -0.205
Si -1.873 -0.740 0.000 0.419
Si -2.829 -1.223 -2.303 0.393
C -2.979 0.356 -3.257 -0.240
C -1.838 -2.283 -3.457 -0.200
C -4.537 -1.999 -1.902 -0.204
Si -2.469 -2.876 1.148 0.350
C -4.221 -2.841 1.747 -0.219
C -2.429 -4.238 -0.172 -0.215
C -1.295 -3.476 2.453 -0.216
H -5.496 1.817 0.899 0.038
H -5.569 0.016 0.760 0.026
H -4.725 0.991 -0.466 0.006
H -4.496 -0.207 3.181 0.035
H -3.506 1.044 3.727 0.015
H -2.722 -0.443 3.490 0.004
H -2.943 3.260 2.320 0.037
H -2.892 3.087 0.448 0.007
H -1.516 2.698 1.367 -0.014
H -3.557 0.212 -4.200 0.045
H -1.896 0.606 -3.509 0.045
H -3.424 1.195 -2.707 0.020
H -1.782 -3.312 -3.086 0.031
H -0.857 -1.879 -3.653 0.009
H -2.378 -2.217 -4.432 0.056
H -4.698 -1.996 -0.817 -0.009
H -4.630 -2.955 -2.318 -0.001
H -5.388 -1.373 -2.207 0.038
H -4.383 -1.774 1.926 -0.036
H -4.280 -3.276 2.781 0.054
H -4.848 -3.456 1.071 0.047
H -1.504 -4.170 -0.700 -0.025
H -3.274 -4.273 -0.894 0.029
H -2.426 -5.204 0.379 0.045
H -1.273 -2.852 3.315 -0.008
H -0.230 -3.601 2.254 0.040
H -1.736 -4.422 2.707 0.029
```

Properties
* net charge: 0
* HOMO energy: -8.218 eV
* LUMO: -1.83 eV

=====

no.,strongest force on any atom (eV/A)
1,1.8
2,0.4
3,4.4